The following is a DFT calculation (wB97M-V/def2-TZVPD) of a gas-phase ion, C3H8NS2 (charge +1) in a non-equilibrium geometry.

```
14
Properties=species:S:1:pos:R:3:forces:R:3:lowdin_charge:R:1
C -0.178 1.284 -0.954 -2.90 2.13 0.16 -0.3410
C -0.007 0.561 0.283 1.78 -2.04 -0.55 -0.1721
C 0.876 -0.477 0.247 -3.41 2.39 4.68 -0.0261
N 1.138 -1.174 1.592 -0.83 0.03 -0.23 0.2127
S -1.760 0.628 -2.042 0.53 1.01 0.61 0.3971
S -1.852 -1.291 -1.883 0.04 -0.47 0.22 0.0659
H -0.405 2.415 -0.792 0.67 -2.05 -0.57 0.1379
H 0.578 1.024 -1.640 0.91 0.31 -0.96 0.0562
H -0.592 0.802 1.148 -0.04 0.16 0.44 0.1248
H 1.357 -0.846 -0.548 1.97 -1.30 -2.65 0.0805
H 0.274 -1.391 2.119 0.18 0.41 -0.42 0.1836
H 1.596 -2.063 1.532 0.37 -0.94 -0.71 0.1561
H 1.753 -0.665 2.219 0.05 0.69 0.01 0.1680
H -2.777 1.194 -1.282 0.67 -0.33 -0.03 -0.0436
```
Positions in Å, forces in eV/Å.

Values from the calculation:
HOMO-LUMO gap: 7.7 eV
charge: +1
energy relative to the best compared isomer or geometry (same formula, charge and spin): 2.079 eV

The following is a DFT calculation (wB97M-V/def2-TZVPD) of a gas-phase ion, C3H8NS3 (charge +1) in a non-equilibrium geometry.

```
15
Properties=species:S:1:pos:R:3:forces:R:3:lowdin_charge:R:1
S -2.473 -0.166 -0.257 1.19 -0.25 1.09 0.8541
N -0.611 0.206 0.037 -2.24 -2.13 0.48 -0.9274
S -0.462 1.176 1.461 -0.05 0.42 2.08 0.8582
C 0.347 -0.966 0.171 1.00 1.08 -2.09 -0.2310
C 1.768 -0.328 -0.070 -0.62 -0.80 -1.84 -0.3724
S 1.499 1.331 -0.866 0.02 0.00 -0.52 0.8887
C -0.225 0.928 -1.199 0.84 -1.17 -0.53 -0.5466
H -2.802 -0.019 1.078 0.23 -0.15 -1.00 -0.1032
H -0.859 0.175 2.382 0.31 0.93 -1.25 -0.0244
H 0.114 -1.653 -0.627 -0.14 -0.16 -0.39 0.1170
H 0.244 -1.501 1.068 -0.25 -0.23 1.41 0.1033
H 2.210 0.000 0.826 0.81 -0.36 1.21 0.0393
H 2.428 -1.019 -0.713 -1.02 1.18 1.17 0.1268
H -0.202 0.119 -2.009 -0.74 1.41 0.85 0.1296
H -0.976 1.715 -1.281 0.65 0.22 -0.66 0.0879
```
Positions in Å, forces in eV/Å.

Values from the calculation:
HOMO-LUMO gap: 8.3 eV
charge: +1
energy relative to the best compared isomer or geometry (same formula, charge and spin): 2.604 eV
SMILES string: S[N+]1(S)CCSC1

The following is a DFT calculation (wB97M-V/def2-TZVPD) of a molecular structure, C3H8NdO3 in a non-equilibrium geometry.

```
15
Properties=species:S:1:pos:R:3:forces:R:3:lowdin_charge:R:1
O 1.073 -2.066 -1.147 -1.12 -0.70 0.66 -0.4211
C 1.757 -0.832 -1.054 1.16 1.59 -0.29 -0.3532
C 0.968 0.152 -0.196 -0.91 -0.88 -0.24 -0.2748
O -0.275 0.430 -0.980 0.39 -1.37 0.00 -0.3843
C -0.976 1.558 -0.517 -0.45 0.78 0.38 -0.1084
Nd -0.551 -1.818 0.037 1.35 1.44 -1.35 1.9220
H 1.924 -0.424 -2.075 -0.15 -0.33 0.41 0.1323
H 2.752 -0.946 -0.575 -0.50 -0.18 -0.23 0.1279
H 1.504 1.101 -0.049 -0.28 -0.51 0.43 0.1115
H -0.386 2.471 -0.697 -0.24 -0.31 0.02 0.1113
H -1.931 1.616 -1.055 0.31 0.03 0.11 0.1037
H -1.168 1.486 0.569 0.02 0.05 -0.22 0.0865
O -1.886 -0.672 2.598 2.07 -0.07 -2.41 -0.0881
H -1.795 -1.507 3.067 0.05 -0.09 0.50 0.0416
H -1.009 -0.548 2.073 -1.71 0.53 2.26 -0.0070
```
Positions in Å, forces in eV/Å.

Values from the calculation:
2S+1: 4
HOMO-LUMO gap (spin up / spin down): 6.9 / 7.1 eV
charge: +1
energy relative to the best compared isomer or geometry (same formula, charge and spin): 3.226 eV

The following is a DFT calculation (wB97M-V/def2-TZVPD) of 3 unconnected molecules or ions with the total composition C3H8O in a non-equilibrium geometry.

```
12
Properties=species:S:1:pos:R:3:forces:R:3:lowdin_charge:R:1
C -1.649 0.117 0.129 0.31 -0.11 0.82 -0.1408
C -0.611 -0.420 -0.811 0.97 0.83 0.77 0.0201
O 0.839 0.964 -0.307 -1.57 -2.08 0.19 -0.2662
C 1.802 0.267 0.344 -0.78 -1.69 2.51 -0.3109
H -2.631 0.158 -0.419 0.45 -0.78 1.02 0.0950
H -1.508 -0.514 1.140 -1.11 1.12 -2.43 0.1268
H -1.488 1.145 0.450 0.31 0.05 -0.39 0.0602
H -0.114 -0.158 -1.728 -1.33 0.91 -0.62 0.0772
H -0.694 -1.535 -0.770 1.38 0.65 0.65 0.0992
H 1.276 -0.317 1.635 1.57 1.40 -3.30 0.1390
H 2.088 -0.574 -0.315 0.47 -0.07 0.92 0.0464
H 2.689 0.866 0.652 -0.66 -0.22 -0.14 0.0540
```
Positions in Å, forces in eV/Å.

Values from the calculation:
HOMO-LUMO gap (spin up / spin down): 8.2 / 8.2 eV
energy relative to the best compared isomer or geometry (same formula, charge and spin): 5.619 eV